1.
{"formula": "C24H42LuO2P2", "method": "ωB97M-V with the def2-TZVPD basis set", "symbols": ["Lu", "C", "C", "C", "C", "C", "C", "H", "H", "H", "C", "H", "H", "H", "C", "H", "H", "H", "C", "H", "H", "H", "C", "H", "H", "H", "C", "C", "C", "C", "C", "C", "C", "C", "H", "H", "H", "H", "H", "H", "H", "H", "H", "H", "H", "H", "P", "C", "C", "P", "C", "C", "C", "H", "H", "H", "H", "H", "H", "H", "H", "H", "H", "H", "H", "H", "H", "O", "C", "O", "H"], "positions_angstrom": [[1.6030, -0.0701, 1.1567], [-0.4131, -0.6428, 2.7598], [-0.1703, -1.8345, 2.0082], [1.7113, -1.4000, 3.2797], [0.7503, -0.3708, 3.5384], [1.1447, -2.2965, 2.3192], [-1.7192, 0.0419, 2.9633], [-2.5002, -0.3373, 2.2931], [-1.6324, 1.1259, 2.8022], [-2.0831, -0.0946, 3.9957], [0.8204, 0.6311, 4.6309], [0.1547, 1.4812, 4.4300], [1.8371, 1.0216, 4.7652], [0.5057, 0.1903, 5.5930], [2.9506, -1.5962, 4.0743], [2.7143, -1.7899, 5.1331], [3.5962, -0.7062, 4.0424], [3.5254, -2.4528, 3.7089], [1.7163, -3.6101, 1.9218], [1.4223, -4.4091, 2.6216], [2.8139, -3.5902, 1.9034], [1.3639, -3.9196, 0.9290], [-1.1737, -2.6155, 1.2446], [-1.3515, -3.6042, 1.6969], [-0.8634, -2.7997, 0.2065], [-2.1453, -2.1121, 1.2144], [-2.8168, 2.2367, 0.3289], [-3.8569, 1.5607, -0.1947], [-3.7655, 0.5687, -1.3197], [-2.9776, 0.9680, -2.5970], [-1.5678, 0.3246, -2.6910], [-0.9925, -0.1061, -1.3584], [-0.8311, 0.8987, -0.2068], [-1.4850, 2.2729, -0.3518], [-4.8048, 0.3925, -1.6400], [-2.9573, 2.0616, -2.7157], [-3.3975, -0.4062, -0.9534], [-1.5230, 2.5481, -1.4056], [-2.9047, 2.8188, 1.2607], [-4.8669, 1.7141, 0.2017], [-0.8458, 3.0203, 0.1489], [-1.2610, 0.4174, 0.6850], [-1.3779, -1.0844, -1.0257], [0.2470, 1.1680, 0.0174], [-3.5483, 0.6076, -3.4734], [-1.6873, -0.5723, -3.3215], [-0.1286, 1.1941, -3.4349], [-0.4235, 2.9576, -3.4824], [-0.0755, 0.6617, -5.1643], [1.1384, -0.5910, -1.3844], [1.4090, 0.6926, -2.6873], [1.0051, -2.1406, -2.3290], [3.0066, -0.6428, -0.9296], [0.2570, 3.4823, -2.7974], [-1.4638, 3.2210, -3.2554], [-0.2208, 3.2725, -4.5162], [0.4139, 1.4606, -5.7375], [-1.1003, 0.5312, -5.5256], [0.4851, -0.2715, -5.2851], [3.4921, -0.7725, -1.9101], [3.2911, -1.5010, -0.2950], [3.4010, 0.3079, -0.5098], [1.8913, 1.5856, -2.2472], [2.0893, 0.2945, -3.4646], [1.4586, -2.9501, -1.7355], [1.5488, -2.0771, -3.2832], [-0.0426, -2.4102, -2.5187], [3.4627, 0.9452, 1.8143], [2.8261, 2.0575, 1.9765], [1.5909, 2.1316, 1.6245], [3.3306, 2.9111, 2.4575]], "forces_ev_per_angstrom": [[-0.8, -0.5, 1.0], [0.7, -0.8, 0.2], [0.5, 0.5, 0.5], [-1.0, 0.0, -0.1], [-0.1, -0.9, -0.5], [-0.1, 0.7, 0.6], [-0.4, 0.4, 0.1], [0.2, 0.1, 0.1], [-0.1, -0.2, 0.0], [0.2, 0.0, -0.3], [0.1, 0.6, 0.3], [0.2, -0.2, 0.1], [-0.2, -0.1, 0.0], [0.1, 0.1, -0.3], [0.6, 0.1, 0.2], [0.0, 0.0, -0.3], [-0.1, -0.3, 0.1], [0.0, 0.2, 0.1], [0.3, -0.5, -0.3], [0.1, 0.2, -0.1], [-0.2, -0.1, 0.0], [0.1, 0.0, 0.1], [-0.4, -0.5, -0.6], [0.1, 0.3, 0.0], [-0.1, 0.0, 0.2], [0.2, 0.0, -0.1], [-1.3, 0.4, -0.7], [0.6, 0.6, 0.8], [-0.7, 0.0, -0.8], [-0.3, 0.3, -0.9], [0.2, -0.3, 1.2], [1.6, -0.8, 0.3], [-0.6, -0.3, -0.3], [0.6, 0.0, 0.9], [0.4, -0.1, 0.0], [-0.1, -0.3, 0.2], [-0.2, 0.4, -0.1], [-0.3, 0.1, 0.4], [-0.3, -0.2, -0.7], [0.5, -0.3, 0.3], [-0.2, -0.2, -0.2], [0.5, 0.4, -0.2], [0.0, 0.6, -0.1], [-0.6, -0.3, -0.6], [0.2, 0.2, 0.4], [0.3, 0.1, 0.2], [-1.7, -0.6, -1.1], [0.5, 0.8, -0.3], [0.2, 0.4, -0.2], [-2.0, -0.3, 1.1], [0.7, 0.8, 0.3], [0.4, -0.6, 0.0], [1.2, -0.3, -1.6], [-0.3, 0.0, -0.2], [0.4, -0.2, 0.0], [0.0, 0.1, 0.4], [-0.1, -0.4, -0.1], [0.2, 0.0, 0.0], [-0.2, 0.1, 0.1], [0.5, -0.1, 0.6], [0.0, 0.2, 0.0], [0.0, -0.4, -0.2], [-0.1, -0.4, -0.2], [-0.4, 0.2, 0.3], [-0.1, 0.2, -0.3], [-0.1, -0.1, 0.2], [0.3, 0.2, 0.1], [-0.3, 1.8, 0.4], [-0.5, -1.5, -0.3], [1.4, 0.3, 0.4], [-0.1, -0.2, -0.2]], "lowdin_charge": [1.589, -0.298, -0.294, -0.328, -0.322, -0.327, -0.040, 0.074, 0.080, 0.104, -0.034, 0.083, 0.082, 0.102, -0.033, 0.099, 0.078, 0.076, -0.045, 0.099, 0.076, 0.072, -0.039, 0.099, 0.064, 0.074, -0.099, -0.091, -0.171, -0.169, -0.387, -0.406, -0.277, -0.176, 0.114, 0.093, 0.114, 0.054, 0.115, 0.108, 0.121, 0.079, 0.074, 0.012, 0.115, 0.122, 0.928, -0.163, -0.167, 0.663, -0.383, -0.222, -0.332, 0.077, 0.056, 0.066, 0.063, 0.071, 0.063, 0.051, 0.050, 0.032, 0.083, 0.081, 0.050, 0.050, 0.050, -0.178, -0.408, -0.165, 0.150], "energy_ha": -3008.1809, "total_charge": 1, "homo_ha": -0.3379, "lumo_ev": -2.21}

---

2.
{"formula": "CH2BrNSi", "method": "ωB97M-V with the def2-TZVPD basis set", "symbols": ["C", "N", "Si", "Br", "H", "H"], "positions_angstrom": [[3.0229, 2.0859, -0.3168], [2.9578, 0.9610, -0.0619], [-1.2426, -0.8147, 0.2441], [-3.2230, -0.0476, -0.1336], [-1.1269, -1.8554, 1.0743], [-0.3882, -0.3292, -0.8060]], "forces_ev_per_angstrom": [[-0.1, 1.6, -0.3], [-0.5, -1.8, 0.4], [-1.0, 2.9, -2.6], [0.4, -0.2, 0.4], [0.4, -2.4, 2.2], [0.7, 0.0, -0.1]], "lowdin_charge": [-0.520, -0.274, 0.578, 0.419, -0.127, -0.075], "energy_ha": -2957.3632, "total_charge": 0, "homo_ha": [-0.2722, -0.2721], "lumo_ev": [-4.40, -4.40]}

---

3.
{"formula": "C2H9FN3P", "method": "ωB97M-V with the def2-TZVPD basis set", "symbols": ["C", "C", "N", "N", "N", "F", "P", "H", "H", "H", "H", "H", "H", "H", "H", "H"], "positions_angstrom": [[1.1843, 0.0538, 1.2917], [1.0606, 0.9213, -1.1258], [-1.8365, -0.6395, 1.4009], [-1.3954, -1.3730, -1.0333], [0.4504, 0.2239, 0.0458], [-1.8528, 1.0756, -0.7476], [-1.1883, -0.1542, 0.0686], [0.5466, -0.8020, 1.7808], [2.1755, -0.3416, 1.0550], [1.1611, 1.0285, 1.8143], [2.0239, 1.2561, -0.8939], [1.0106, 0.3664, -2.0471], [0.4500, 1.7966, -1.4175], [-1.9637, 0.0888, 2.0960], [-1.1764, -2.3533, -0.6114], [-0.6499, -1.1475, -1.6766]], "forces_ev_per_angstrom": [[-1.3, -2.4, -0.2], [-1.8, 0.3, 0.7], [0.9, 1.1, -0.8], [1.3, -1.1, 1.3], [2.2, 1.8, -1.6], [1.2, -0.9, 0.6], [-5.2, -0.9, 0.9], [1.3, 1.7, 0.0], [0.1, 0.5, 0.1], [0.0, -0.3, 0.1], [1.5, 0.1, 0.4], [0.2, -1.1, -0.2], [-0.2, 0.0, 0.7], [0.0, -0.1, 0.2], [-0.4, 2.0, -0.7], [0.3, -0.7, -1.5]], "lowdin_spin": [0.229, 0.260, 0.076, 0.187, 0.657, 0.047, 0.133, 0.032, 0.046, 0.077, 0.020, 0.070, 0.051, 0.011, 0.047, 0.056], "energy_ha": -686.9073, "s2": 2.01, "total_charge": 0, "homo_ha": [-0.1129, -0.3778], "lumo_ev": [1.00, -4.15], "multiplicity": 3}

---

4.
{"formula": "C8H9NS", "method": "ωB97M-V with the def2-TZVPD basis set", "symbols": ["C", "C", "C", "C", "C", "C", "C", "C", "N", "S", "H", "H", "H", "H", "H", "H", "H", "H", "H"], "positions_angstrom": [[-1.4456, 2.5488, 0.4730], [-1.5699, 1.3451, 0.2900], [-0.1577, -0.7255, 0.3825], [2.2051, 0.2021, 0.7599], [2.2800, -0.7512, -0.3318], [-2.0956, -0.3810, -1.3826], [1.0155, -0.0278, -0.1082], [-1.4693, -0.0207, -0.0495], [-0.0951, -1.8425, 0.9696], [-3.0861, -0.7452, 0.0616], [-1.5026, 3.5810, 0.7344], [2.2002, -0.1821, 1.7857], [2.7220, 1.1421, 0.6102], [3.0283, -0.5223, -1.1712], [2.1601, -1.7459, 0.0779], [-2.2864, 0.4969, -1.8958], [-1.6152, -1.0636, -1.9112], [0.6622, 0.7916, -0.7280], [-0.9499, -2.0998, 1.4336]], "forces_ev_per_angstrom": [[-0.7, -2.1, 0.0], [1.2, 3.9, 0.3], [-1.5, -1.0, -0.1], [0.5, 1.0, 1.5], [1.8, -0.9, -1.3], [-0.6, 2.4, 3.4], [-0.9, 1.4, -1.0], [0.5, -0.8, 0.6], [0.8, 0.6, 0.6], [-0.6, -1.2, -0.2], [0.1, -0.1, -0.1], [-0.2, 0.2, -0.4], [-0.1, 0.0, 0.2], [-1.6, -0.6, 1.2], [0.5, -0.4, -0.7], [-1.0, 1.4, -1.2], [1.7, -3.5, -2.1], [0.8, 0.1, -0.2], [-0.7, -0.4, -0.4]], "lowdin_charge": [0.157, -0.182, -0.320, -0.120, -0.126, -0.318, -0.272, -0.713, 0.184, 0.940, 0.030, 0.118, 0.105, 0.140, 0.096, 0.065, 0.040, 0.137, 0.041], "smiles": "[H]/N=C(/C1CC1)[C@@]1(C#C)CS1", "energy_ha": -763.0196, "total_charge": 0, "homo_ha": -0.3387, "lumo_ev": 0.79}

---

5.
{"formula": "C33H24F6P", "method": "ωB97M-V with the def2-TZVPD basis set", "symbols": ["F", "C", "F", "F", "C", "C", "C", "C", "C", "C", "C", "C", "C", "C", "F", "F", "F", "C", "C", "C", "C", "H", "H", "H", "H", "H", "H", "H", "H", "H", "C", "C", "C", "C", "P", "C", "C", "C", "C", "C", "C", "C", "C", "C", "C", "C", "C", "C", "C", "H", "H", "H", "H", "H", "H", "H", "H", "H", "H", "H", "H", "H", "H", "H"], "positions_angstrom": [[-4.6993, 4.8906, 2.5012], [-4.9658, 3.7777, 1.7582], [-5.8688, 3.0250, 2.4756], [-5.6205, 4.1825, 0.6232], [-3.7320, 2.9886, 1.4121], [-3.6846, 1.6198, 1.6337], [-2.5017, 0.9114, 1.4698], [-1.2935, 1.5595, 1.1577], [-0.0162, 0.8539, 1.3536], [1.2075, 1.6771, 1.4504], [1.2890, 3.0200, 1.8863], [2.5134, 3.6851, 2.0222], [3.6989, 3.0491, 1.6908], [5.0018, 3.7857, 1.7718], [5.9770, 3.0484, 2.3779], [5.4616, 4.0741, 0.5086], [4.9144, 4.9718, 2.4541], [3.6463, 1.7346, 1.2293], [2.4438, 1.0569, 1.1839], [-1.4248, 2.8912, 0.6822], [-2.6086, 3.6064, 0.8502], [-4.5821, 1.1130, 1.9486], [-2.5086, -0.1564, 1.6623], [-0.0389, -0.0307, 2.0681], [0.3814, 3.5662, 2.1665], [2.5239, 4.7073, 2.3869], [4.5616, 1.2523, 0.9186], [2.4432, 0.0011, 0.9286], [-0.5712, 3.4139, 0.2503], [-2.6495, 4.6534, 0.5430], [-3.4060, -4.0782, 0.0696], [-2.7111, -3.6428, 1.2044], [-1.6864, -2.7035, 1.1003], [-1.3241, -2.1691, -0.1482], [0.1727, -1.0966, -0.2025], [1.4542, -2.4440, -0.3297], [2.8039, -2.0767, -0.4800], [3.8086, -3.0351, -0.5632], [3.5115, -4.4037, -0.5942], [2.1627, -4.7860, -0.5184], [1.1560, -3.8276, -0.3621], [0.1238, -0.6256, -1.9908], [-0.6348, 0.4997, -2.3338], [-0.7997, 0.8592, -3.6722], [-0.1942, 0.1157, -4.6946], [0.5634, -1.0120, -4.3606], [0.7345, -1.3764, -3.0238], [-2.0486, -2.5836, -1.2860], [-3.0601, -3.5423, -1.1756], [-4.1866, -4.8506, 0.1468], [-2.9647, -4.0646, 2.1740], [-1.1446, -2.4043, 1.9904], [3.0757, -1.0338, -0.5618], [4.8499, -2.7268, -0.6361], [4.3026, -5.1630, -0.7082], [1.8940, -5.8344, -0.5919], [0.1175, -4.1700, -0.2994], [-1.1055, 1.0829, -1.5556], [-1.4145, 1.7157, -3.9378], [-0.3267, 0.4005, -5.7516], [1.0195, -1.6240, -5.1366], [1.3300, -2.2602, -2.7914], [-1.8030, -2.1844, -2.2707], [-3.5674, -3.8842, -2.0744]], "forces_ev_per_angstrom": [[-0.1, -1.1, -0.8], [-1.7, 0.4, 0.2], [1.1, 0.8, -0.7], [0.7, -0.2, 1.0], [0.7, -0.1, -0.1], [-0.1, -0.1, -0.1], [0.1, 0.0, 0.5], [-0.9, -0.2, -0.7], [-0.4, -1.0, 1.0], [1.6, 0.0, -0.1], [-0.6, 0.0, 0.0], [-0.3, -0.3, 0.0], [-0.7, 0.0, -0.1], [1.4, 0.8, -0.1], [-0.9, 0.5, -0.5], [-0.4, -0.2, 1.1], [-0.1, -1.3, -0.8], [0.2, 0.1, 0.2], [-0.2, -0.1, -0.1], [0.3, 0.1, 0.3], [0.0, 0.0, -0.1], [0.0, -0.1, 0.1], [0.1, 0.1, 0.1], [-0.2, 1.6, -0.8], [0.5, -0.3, 0.0], [0.0, -0.2, 0.0], [0.1, -0.2, 0.1], [0.0, 0.3, 0.0], [-0.3, -0.2, 0.1], [0.0, -0.3, 0.1], [0.3, 0.1, -0.1], [-0.2, -0.2, -0.1], [-0.2, -0.1, -0.4], [-0.7, 0.0, 0.6], [-0.3, -1.0, -2.4], [0.8, -0.3, 0.5], [-0.2, -0.3, 0.2], [0.2, -0.4, -0.2], [-0.5, 0.2, 0.0], [0.4, 0.5, -0.1], [-0.3, 0.3, 0.1], [0.3, 0.5, -0.2], [0.2, -0.2, -0.4], [0.1, -0.1, -0.3], [-0.1, -0.1, 0.1], [-0.1, 0.2, 0.2], [-0.2, 0.2, 0.4], [0.3, 0.2, 0.2], [0.1, 0.1, 0.3], [0.4, 0.5, 0.0], [0.1, 0.1, -0.1], [0.0, -0.1, 0.1], [0.1, 0.0, 0.0], [-0.2, 0.1, 0.0], [-0.5, 0.5, 0.1], [0.0, 0.1, 0.1], [0.5, 0.2, 0.0], [-0.1, 0.1, 0.0], [0.1, -0.1, 0.1], [0.1, -0.1, 0.7], [-0.1, 0.2, 0.2], [-0.2, 0.3, 0.0], [-0.1, -0.1, 0.3], [0.1, 0.1, 0.2]], "lowdin_charge": [0.139, -0.502, 0.114, 0.130, -0.091, 0.021, 0.008, -0.230, -0.028, -0.202, 0.000, 0.024, -0.102, -0.508, 0.133, 0.125, 0.124, 0.019, -0.025, -0.023, 0.024, 0.129, 0.105, 0.123, 0.119, 0.132, 0.132, 0.068, 0.124, 0.140, -0.054, -0.067, -0.127, -0.361, 1.229, -0.330, -0.118, -0.064, -0.050, -0.057, -0.064, -0.343, -0.091, -0.063, -0.057, -0.061, -0.070, -0.058, -0.056, 0.121, 0.113, 0.106, 0.091, 0.113, 0.121, 0.111, 0.105, 0.087, 0.111, 0.120, 0.114, 0.107, 0.107, 0.114], "energy_ha": -2212.2229, "total_charge": 1, "homo_ha": -0.4374, "lumo_ev": -5.13}